# 1
C25H59BiGeO9P3SbSe4Te as an isolated structure, computed with the ωB97M-V functional and the def2-TZVPD basis.

Results
E_tot	-410759.477	eV
energy relative to the best compared isomer or geometry (same formula, charge and spin)	0.00	kcal/mol
HOMO	-7.260	eV
M	1443.45	g mol⁻¹
LUMO level	-0.30	eV
total charge	0

Element x y z (Å)
Bi1 0.41994 -0.39558 -0.64383
C1 6.54302 -0.81044 1.93829
C2 5.19177 -0.66227 2.59780
C3 5.12726 0.47346 3.59452
O1 4.16071 -0.54981 1.57182
P1 3.65293 0.58843 0.65391
O2 2.74818 -0.01042 -0.37151
C4 2.89430 1.87344 1.65089
P2 1.88555 3.03793 0.70904
O3 1.05584 2.35537 -0.30564
O4 2.93487 4.02334 0.07323
C5 3.45395 5.30907 0.51875
C6 2.40050 6.38639 0.37741
C7 4.04710 5.20830 1.90896
O5 1.10803 3.89518 1.76344
C8 -0.31679 3.68231 2.07976
C9 -1.04542 4.95430 1.71627
C10 -0.41135 3.31327 3.53792
O6 4.86832 1.36094 0.01716
C11 5.29882 1.10280 -1.36672
C12 6.78914 1.32828 -1.39714
C13 4.52379 2.02489 -2.27866
H1 7.28470 -1.07836 2.69235
H2 6.85214 0.12449 1.46814
H3 6.51963 -1.59865 1.18525
H4 4.90838 -1.58640 3.09312
H5 5.40795 1.42568 3.13489
H6 5.83578 0.27568 4.40069
H7 4.13055 0.54959 4.03120
H8 3.69200 2.44123 2.13017
H9 2.27137 1.37984 2.40085
H10 4.25298 5.49812 -0.19510
H11 1.63551 6.29753 1.14841
H12 1.92234 6.32503 -0.60075
H13 2.87490 7.36503 0.46734
H14 3.28563 4.93508 2.64208
H15 4.45810 6.17734 2.19629
H16 4.85643 4.47614 1.93904
H17 -0.67189 2.85796 1.45893
H18 -0.70606 5.78915 2.33372
H19 -2.11608 4.81672 1.87731
H20 -0.88813 5.20741 0.66675
H21 0.03873 4.09257 4.15711
H22 0.09336 2.36676 3.73502
H23 -1.45944 3.20298 3.82148
H24 5.06556 0.06503 -1.60373
H25 7.02505 2.33337 -1.04120
H26 7.14952 1.23246 -2.42253
H27 7.31844 0.60461 -0.77819
H28 4.76485 3.06724 -2.05544
H29 3.44865 1.88899 -2.15497
H30 4.78820 1.81557 -3.31637
Se1 1.91823 -2.46854 3.99943
Sb1 0.09459 -2.41902 2.47567
Se2 -0.24042 0.07385 1.79897
Se3 0.80697 -2.89674 0.02760
Se4 -2.02239 -3.39430 2.93717
C14 -6.76249 -3.13477 0.73038
C15 -6.62316 -1.83175 1.51721
C16 -5.22748 -1.62552 2.11900
C17 -4.23598 -0.90743 1.18957
Ge1 -3.70287 -1.82393 -0.39818
C18 -2.69896 -3.44891 -0.40596
C19 -3.57840 -4.69890 -0.24465
C20 -2.77158 -5.99138 -0.37734
C21 -1.70095 -6.15261 0.69913
H31 -7.75705 -3.23569 0.29273
H32 -6.58832 -3.99881 1.37626
H33 -6.05460 -3.20306 -0.09931
H34 -7.36508 -1.83012 2.31832
H35 -6.86641 -0.98382 0.86844
H36 -4.81124 -2.58999 2.42588
H37 -5.30842 -1.03368 3.03332
H38 -3.29558 -0.71892 1.71421
H39 -4.63678 0.05384 0.85730
H40 -4.70051 -1.82897 -1.55443
H41 -1.95892 -3.39967 0.39076
H42 -2.16362 -3.46636 -1.35963
H43 -4.38315 -4.70262 -0.98650
H44 -4.05389 -4.68152 0.74209
H45 -2.30384 -6.01206 -1.36742
H46 -3.46068 -6.84002 -0.33710
H47 -0.89450 -5.42555 0.57873
H48 -1.25502 -7.14849 0.66301
H49 -2.12056 -6.00451 1.69734
C22 -2.06133 -1.46309 -5.42460
C23 -2.78183 -0.34526 -4.71460
O7 -2.11970 -0.16003 -3.43966
P3 -2.75985 0.50488 -2.14571
O8 -2.44320 -0.55245 -1.01810
Te1 -4.88867 1.37946 -2.42289
O9 -1.67678 1.58500 -1.72029
C24 -1.61638 2.94210 -2.21565
C25 -1.09375 2.98315 -3.63169
H50 -2.49733 -1.60919 -6.41439
H51 -2.14706 -2.39680 -4.86660
H52 -1.00278 -1.22977 -5.54469
H53 -3.83122 -0.57727 -4.54973
H54 -2.72808 0.58892 -5.27188
H55 -0.94536 3.44352 -1.52832
H56 -2.61216 3.37505 -2.14202
H57 -0.18650 2.38367 -3.71866
H58 -0.85666 4.01429 -3.90118
H59 -1.83422 2.60917 -4.34148

---

# 2
C25H59GeN10Tl as an isolated structure, computed with the ωB97M-V functional and the def2-TZVPD basis.

Results
E_tot	-102972.470	eV
HOMO (spin up / spin down)	-12.837 / -11.814	eV
M	776.81	g mol⁻¹
LUMO level (spin up / spin down)	-5.71 / -9.01	eV
total charge	+2

Element x y z (Å)
Tl1 -8.17702 5.53597 15.87783
C1 -7.08654 10.97537 19.78245
N1 -7.14105 10.52271 18.41388
C2 -6.08878 10.88231 17.47964
C3 -8.09439 9.54949 18.02413
N2 -7.90225 8.28015 17.68403
C4 -6.68840 7.61497 18.11956
C5 -7.05146 6.45574 19.05884
N3 -7.08783 5.16288 18.41274
C6 -8.00054 4.25057 19.14069
C7 -9.45915 4.31929 18.67089
N4 -9.57671 3.51637 17.48225
C8 -10.76858 3.01248 17.25443
N5 -11.89582 2.92544 18.07417
C9 -12.44489 4.11644 18.69463
C10 -12.27660 1.70279 18.78241
N6 -10.85040 2.30468 16.07041
C11 -12.05100 1.65737 15.59664
C12 -9.67026 2.15886 15.24487
C13 -5.75407 4.59782 18.16176
C14 -5.67680 3.66274 16.91618
N7 -5.47495 4.47689 15.70208
C15 -4.64334 4.02721 14.80633
N8 -3.94626 4.94487 14.03814
C16 -3.84549 6.32147 14.44628
C17 -3.39515 4.65820 12.67943
N9 -4.27319 2.72731 14.58157
C18 -5.21679 1.62837 14.75376
C19 -2.85898 2.35359 14.43691
N10 -9.35526 10.00610 17.92589
C20 -10.40072 8.99483 17.85370
C21 -9.70954 11.37429 18.21226
H1 -6.00363 10.86474 20.08507
H2 -7.68403 10.31749 20.45613
H3 -7.38886 11.99887 19.93304
H4 -5.98945 11.97830 17.31808
H5 -6.23456 10.36397 16.51620
H6 -5.14520 10.42715 17.83664
H7 -6.05900 8.33780 18.67761
H8 -6.02969 7.30105 17.25317
H9 -8.04686 6.70916 19.46842
H10 -6.29554 6.35979 19.88588
H11 -8.01036 4.60055 20.24855
H12 -7.63668 3.22343 19.00335
H13 -9.71410 5.38223 18.54309
H14 -10.14175 3.95441 19.47449
H15 -11.95307 4.99421 18.31044
H16 -12.35486 4.09167 19.82782
H17 -13.50121 4.10396 18.37898
H18 -11.75618 0.79590 18.34248
H19 -13.39089 1.55787 18.74594
H20 -11.99164 1.73091 19.90150
H21 -12.94502 2.11421 16.06675
H22 -12.10137 0.53363 15.66378
H23 -12.14632 1.79179 14.50643
H24 -8.84617 2.46316 15.85640
H25 -9.82266 2.77798 14.32832
H26 -9.57119 1.10207 14.92865
H27 -5.35518 4.07759 19.07463
H28 -5.08731 5.47889 18.05836
H29 -6.54386 3.00123 16.83914
H30 -4.83954 2.92302 17.10448
H31 -3.53164 6.35920 15.48694
H32 -4.81331 6.84035 14.44561
H33 -3.13172 6.79398 13.74149
H34 -3.64229 3.64436 12.38393
H35 -2.27558 4.68594 12.78560
H36 -3.75140 5.44470 12.01096
H37 -6.28781 1.91109 14.74676
H38 -5.01942 1.06350 15.72962
H39 -5.09612 0.86930 13.94989
H40 -2.22468 3.05154 15.01456
H41 -2.50296 2.18391 13.42193
H42 -2.73920 1.39193 14.95733
H43 -10.14582 7.98974 18.21580
H44 -10.68229 8.85527 16.81243
H45 -11.35315 9.33178 18.39675
H46 -9.07433 12.07265 17.62870
H47 -9.75230 11.63943 19.30585
H48 -10.72800 11.56140 17.92273
C22 -10.50463 7.27012 11.61941
Ge1 -8.98279 7.10016 12.90009
C23 -8.44448 8.96929 13.49952
C24 -7.31141 6.49359 12.01108
C25 -9.74415 5.95664 14.32814
H49 -11.26113 6.70944 12.16389
H50 -10.19665 6.78104 10.68614
H51 -10.83211 8.31352 11.44511
H52 -7.52451 8.82392 14.07837
H53 -9.16078 9.41020 14.25845
H54 -8.19759 9.67317 12.75674
H55 -7.44532 6.61733 10.93394
H56 -7.07803 5.46330 12.28816
H57 -6.50737 7.13368 12.35723
H58 -10.14285 4.96609 13.96978
H59 -10.57105 6.47697 14.82579

---

# 3
A 6-piece molecular cluster, C25H61F3N3O9P overall, computed with the ωB97M-V functional and the def2-TZVPD basis.

Results
E_tot	-67246.590	eV
2S+1	2
HOMO (spin up / spin down)	-11.292 / -11.290	eV
M	635.74	g mol⁻¹
LUMO level (spin up / spin down)	-1.53 / -6.03	eV
total charge	+1

Element x y z (Å)
N1 0.70663 0.60036 0.32373
H1 0.64240 1.27660 -0.42372
H2 0.99316 1.16405 1.11129
H3 1.30871 -0.16475 0.05505
H4 -0.24568 0.33984 0.53663
C1 -0.33765 3.10877 -2.79923
O1 -0.05143 4.32984 -2.05057
O2 0.06427 2.04264 -1.99094
C2 -1.77421 3.20579 -3.40842
F1 -1.79857 4.08196 -4.43193
F2 -2.09417 2.00241 -3.96184
F3 -2.77454 3.34035 -2.51647
C3 1.30205 4.65743 -1.88822
C4 1.34758 6.13127 -1.27910
H5 2.32607 6.57920 -1.10584
H6 0.91698 6.84734 -1.97905
H7 0.79585 6.08074 -0.34042
H8 1.74396 4.65566 -2.88463
H9 1.84765 4.01002 -1.20172
H10 0.31779 3.19965 -3.66539
C5 2.80434 4.38495 2.90966
C6 2.55818 3.13343 2.04117
N2 1.50087 2.21804 2.49067
C7 1.84238 1.45630 3.68559
C8 0.91392 0.17996 3.86048
C9 0.18275 2.94705 2.75728
C10 -0.45516 3.75810 1.61572
H11 3.57140 5.00721 2.44866
H12 3.13162 4.15226 3.92300
H13 1.91828 4.97457 3.14491
H14 2.26988 3.41162 1.02747
H15 3.49589 2.58446 1.95497
H16 2.83345 1.02660 3.53980
H17 1.80016 2.19173 4.48898
H18 -0.11932 0.43534 4.09561
H19 0.88013 -0.49390 3.00440
H20 1.15195 -0.35530 4.77968
H21 0.24236 3.53664 3.67211
H22 -0.51276 2.15565 3.03668
H23 -1.51602 3.81488 1.85960
H24 -0.37263 3.18196 0.69411
H25 -0.05172 4.76144 1.47922
C11 3.08281 -2.59879 -2.12340
C12 2.17341 -1.90347 -1.14071
N3 2.97481 -1.28461 -0.02032
C13 4.18389 -0.54821 -0.41748
C14 3.88689 0.69606 -1.37830
C15 3.36398 -2.21230 1.05935
C16 2.24818 -3.16006 1.55007
H26 2.50657 -3.24874 -2.78189
H27 3.76972 -3.24991 -1.58275
H28 3.58405 -1.86881 -2.75900
H29 1.61980 -1.15203 -1.70371
H30 1.42950 -2.68399 -0.98107
H31 4.87657 -1.23889 -0.89837
H32 4.67325 -0.09581 0.44504
H33 3.38582 1.50676 -0.84933
H34 3.24397 0.44390 -2.22161
H35 4.83513 1.13373 -1.69037
H36 4.15123 -2.86722 0.68596
H37 3.71705 -1.65570 1.92747
H38 2.08499 -3.94252 0.80896
H39 2.52941 -3.70241 2.45278
H40 1.30852 -2.61905 1.66160
C17 -4.95499 0.99820 0.69105
C18 -3.82135 0.94686 -0.40394
O3 -3.58026 -0.43663 -0.58451
P1 -2.67476 -1.17262 0.56984
O4 -1.57163 -0.27677 1.07900
O5 -2.21786 -2.60171 -0.01368
C19 -3.12050 -3.55037 -0.48259
C20 -2.59142 -4.98942 -0.17674
O6 -3.76294 -1.60857 1.66489
C21 -3.36453 -2.29631 2.84316
C22 -4.52919 -3.26997 3.17466
H41 -4.72780 0.79262 1.73711
H42 -5.47277 1.95597 0.74274
H43 -5.76194 0.33313 0.38345
H44 -3.97412 1.41478 -1.37647
H45 -2.94772 1.45923 -0.00100
H46 -4.14618 -3.38753 -0.15160
H47 -3.15159 -3.49663 -1.57082
H48 -3.28650 -5.69961 -0.62461
H49 -1.66020 -5.14722 -0.72081
H50 -2.51733 -5.27730 0.87195
H51 -2.45286 -2.88471 2.73949
H52 -3.14525 -1.67331 3.71028
H53 -4.81668 -4.00956 2.42736
H54 -4.28524 -3.76564 4.11429
H55 -5.42731 -2.66038 3.27399
C23 -0.70607 -5.65635 -3.72396
O7 -0.72569 -4.41859 -3.02749
C24 -0.70476 -3.23414 -3.71452
O8 -0.50439 -3.05394 -4.93896
O9 -0.84719 -2.26295 -2.81542
C25 -0.79683 -0.92953 -3.05884
H56 -0.67415 -6.56416 -3.12152
H57 0.15431 -5.76114 -4.38494
H58 -1.49922 -5.71973 -4.46894
H59 0.04118 -0.52640 -3.62746
H60 -0.95327 -0.40470 -2.11641
H61 -1.75741 -0.86503 -3.56992

---

# 4
C25H62F3IO9Zn as an isolated structure, computed with the ωB97M-V functional and the def2-TZVPD basis.

Results
E_tot	-110028.657	eV
HOMO	-8.042	eV
M	756.05	g mol⁻¹
LUMO level	0.09	eV
total charge	0

Element x y z (Å)
Zn1 0.63565 -0.03138 0.42526
I1 2.54896 -1.05883 -1.15633
C1 -1.93584 0.90063 -0.44352
O1 -1.13378 0.12210 -1.34374
O2 -1.12558 0.87804 0.72535
C2 -2.38117 2.30317 -1.10119
F1 -2.92951 2.11170 -2.32990
F2 -3.30269 2.84264 -0.32012
F3 -1.42409 3.18968 -1.35615
C3 -1.58041 -0.31441 -2.60416
C4 -0.75088 0.33597 -3.68946
H1 -0.89931 0.21125 -4.76208
H2 -0.80451 1.39651 -3.44355
H3 0.29208 0.07512 -3.50976
H4 -2.60029 -0.03628 -2.86982
H5 -1.48792 -1.39995 -2.63785
H6 -2.76464 0.19837 -0.35396
C5 1.38284 4.08731 0.68141
C6 1.97491 2.97876 -0.21233
C7 3.52107 3.04741 -0.36844
O3 1.72906 1.81711 0.49488
H7 1.43416 5.07219 0.21722
H8 1.97590 4.10007 1.59586
H9 0.36434 4.01595 1.06305
H10 1.58166 2.79659 -1.21246
H11 3.80188 4.03178 -0.74295
H12 3.97163 2.37340 -1.09701
H13 4.07216 3.00996 0.57124
H14 1.66136 2.20095 1.37220
C8 -5.02168 -2.30422 3.35751
C9 -4.30644 -1.52812 2.27880
C10 -4.63085 -0.07473 2.25243
O4 -2.96860 -1.80732 2.58935
H15 -6.08012 -2.20271 3.11776
H16 -4.88682 -1.94899 4.37914
H17 -4.81209 -3.37377 3.34211
H18 -4.39028 -2.06771 1.33545
H19 -5.70417 0.07867 2.14047
H20 -4.25052 0.44967 1.37582
H21 -4.45739 0.41771 3.20926
H22 -2.91602 -1.30037 3.40288
C11 0.66657 -4.11513 -3.23372
C12 0.80509 -4.27817 -4.77703
C13 0.50222 -2.98087 -5.53773
O5 2.06641 -4.81097 -5.08273
H23 0.55053 -3.10270 -2.84693
H24 1.61484 -4.43890 -2.80469
H25 -0.13272 -4.71363 -2.79666
H26 0.06404 -4.97422 -5.17003
H27 -0.42777 -3.07181 -6.09893
H28 1.30367 -2.65894 -6.20266
H29 0.34383 -2.05836 -4.97917
H30 2.63297 -4.07465 -4.84100
C14 3.35956 -0.33403 3.58058
C15 2.04920 -0.98022 3.09965
C16 1.22549 -1.57679 4.26935
O6 1.33088 -0.03426 2.38006
H31 3.25172 -0.04990 4.62736
H32 3.68908 0.48459 2.94075
H33 4.13631 -1.08202 3.42162
H34 2.25234 -1.77853 2.38583
H35 1.16473 -0.86935 5.09636
H36 1.73571 -2.48986 4.57607
H37 0.21452 -1.89909 4.02001
H38 1.13508 0.66159 3.01176
C17 -0.11008 -3.94215 2.05325
C18 -0.24168 -3.18830 0.67849
C19 -1.49957 -3.51606 -0.08717
O7 -0.31195 -1.87505 1.01689
H39 -0.77489 -3.59206 2.84291
H40 0.95992 -3.90797 2.25827
H41 -0.39563 -4.99227 1.99156
H42 0.61607 -3.47196 0.06867
H43 -2.37359 -3.06767 0.38521
H44 -1.63491 -4.57625 -0.30112
H45 -1.35622 -2.98615 -1.02884
H46 -1.18544 -1.68773 1.36837
C20 1.28823 3.05327 -5.93697
C21 2.56966 3.45990 -5.19394
C22 3.03141 2.38686 -4.18944
O8 3.57775 3.65374 -6.11848
H47 0.77907 3.86270 -6.46011
H48 0.64045 2.67253 -5.14735
H49 1.46012 2.42277 -6.80934
H50 2.33684 4.42996 -4.75477
H51 3.65729 2.81557 -3.40677
H52 3.64989 1.58097 -4.58457
H53 2.18826 2.00012 -3.61705
H54 3.65025 2.96120 -6.77933
C23 -0.98202 2.86154 3.79681
C24 -0.27396 2.23412 5.00382
C25 -1.11703 1.25859 5.80962
O9 0.96467 1.59681 4.64325
H55 -2.05690 2.68091 3.80686
H56 -0.67887 2.37162 2.87151
H57 -0.79787 3.93520 3.75875
H58 -0.08713 3.06339 5.68609
H59 -0.61775 0.69969 6.60111
H60 -1.53827 0.59921 5.05076
H61 -1.96583 1.81285 6.21015
H62 1.69302 2.02215 5.10173

---

Question: Look up the total charge of the second one.
Answer: +2

---

Question: total charge of number 4 (C25H62F3IO9Zn)?
Answer: 0

---

Question: The highest total charge belongs to which entry?
Answer: C25H59GeN10Tl

---

Question: Among the records above, which one has the highest total charge?
Answer: C25H59GeN10Tl